[1]
{"formula": "C9H5Cl3NO3", "method": "ωB97M-V with the def2-TZVPD basis set", "species": ["C", "C", "C", "C", "C", "C", "C", "C", "C", "N", "O", "O", "O", "Cl", "Cl", "Cl", "H", "H", "H", "H", "H"], "positions_angstrom": [[-0.192, 1.679, 0.220], [-0.342, 2.206, -0.846], [3.027, -1.139, 1.536], [3.748, -0.312, 0.671], [3.134, -0.084, -0.517], [0.105, -4.740, -1.152], [2.023, -1.931, 0.993], [1.477, -1.694, -0.353], [-0.498, 2.384, -2.267], [2.061, -0.622, -0.948], [-0.939, -4.668, -0.669], [1.091, -5.159, -1.602], [0.626, -2.396, -0.865], [5.276, 0.564, 1.016], [3.645, 1.349, -1.518], [0.903, -2.773, 2.162], [3.334, -1.334, 2.588], [-0.272, 1.092, 1.053], [0.012, 3.373, -2.528], [-1.538, 2.528, -2.516], [0.248, 1.723, -2.776]], "total_energy_ev": -54614.03022, "homo_lumo_gap_ev": 7.6, "relative_energy_ev": 0.000, "charge": -1, "fmax_ha_per_bohr": 0.075}


[2]
{"formula": "C9H5N5O4S", "method": "ωB97M-V with the def2-TZVPD basis set", "species": ["O", "O", "O", "O", "N", "N", "N", "S", "C", "C", "C", "C", "C", "C", "C", "C", "C", "N", "N", "H", "H", "H", "H", "H"], "positions_angstrom": [[-2.799, 3.946, 1.049], [-0.403, -0.164, 2.536], [-2.297, 4.722, -0.944], [1.705, 0.197, 2.017], [0.070, -1.842, -0.638], [2.287, -2.578, -0.421], [0.326, 1.846, -1.597], [2.083, -0.012, -0.981], [1.398, -1.619, -0.653], [-0.355, -3.078, -0.417], [1.855, -3.811, -0.194], [-0.635, 2.746, -1.417], [0.732, 1.056, -0.585], [0.516, -4.129, -0.193], [-0.874, 2.037, 0.875], [-1.260, 2.875, -0.191], [0.123, 1.115, 0.710], [-2.193, 3.903, -0.031], [0.495, 0.332, 1.824], [-1.411, -3.375, -0.429], [2.573, -4.603, 0.014], [-0.930, 3.386, -2.229], [0.234, -5.130, 0.006], [-1.241, 2.178, 1.890]], "total_energy_ev": -35883.09945, "homo_lumo_gap_ev": 7.7, "relative_energy_ev": 0.108, "fmax_ha_per_bohr": 0.061}


[3]
{"formula": "C9H62AsN3O30S2", "method": "ωB97M-V with the def2-TZVPD basis set", "species": ["O", "N", "O", "C", "As", "C", "C", "C", "C", "S", "C", "N", "N", "C", "O", "C", "S", "O", "O", "C", "O", "O", "H", "H", "H", "H", "H", "H", "H", "H", "H", "H", "H", "H", "H", "H", "H", "H", "O", "H", "H", "O", "H", "H", "O", "H", "H", "O", "H", "H", "O", "H", "H", "O", "H", "H", "O", "H", "H", "O", "H", "H", "O", "H", "H", "O", "H", "H", "O", "H", "H", "O", "H", "H", "O", "H", "H", "O", "H", "H", "O", "H", "H", "O", "H", "H", "O", "H", "H", "O", "H", "H", "O", "H", "H", "O", "H", "H", "O", "H", "H", "O", "H", "H", "O", "H", "H"], "positions_angstrom": [[-0.079, -3.102, 1.269], [0.536, -2.183, 1.714], [-0.139, -1.540, 2.713], [-1.233, -0.689, 2.177], [-0.579, 0.858, 1.005], [-2.204, 0.775, -0.204], [-2.365, -0.632, -0.955], [-2.494, -0.479, -2.520], [-1.120, -0.338, -3.266], [-0.444, -2.013, -3.700], [0.790, -2.471, -2.491], [0.890, -3.588, -1.748], [1.972, -3.596, -0.966], [2.667, -2.402, -1.206], [1.896, -1.756, -2.130], [0.158, 2.546, 0.054], [1.472, 2.253, -1.170], [2.398, 3.433, -1.103], [2.290, 1.049, -0.918], [-1.494, 2.156, 2.322], [-1.032, 2.248, 3.503], [-2.531, 2.925, 1.974], [-1.992, -1.360, 1.693], [-1.730, -0.261, 3.092], [0.685, 0.934, 1.943], [0.140, -0.136, 0.033], [-3.166, 1.055, 0.293], [-2.043, 1.524, -1.039], [-3.376, -1.025, -0.605], [-1.609, -1.392, -0.625], [-3.212, 0.359, -2.735], [-2.990, -1.419, -2.892], [-1.265, 0.203, -4.233], [-0.430, 0.236, -2.589], [3.597, -1.999, -0.758], [0.631, 3.212, 0.832], [-0.644, 3.178, -0.423], [0.937, 2.300, -2.453], [-0.350, -4.285, -6.065], [-0.139, -3.815, -5.246], [0.359, -4.034, -6.668], [1.670, 2.952, 5.048], [0.800, 2.924, 4.616], [1.461, 2.914, 5.987], [-3.531, -3.394, -6.567], [-3.429, -3.574, -7.507], [-2.621, -3.355, -6.236], [4.372, -0.237, -2.707], [3.891, 0.331, -2.080], [3.768, -0.319, -3.452], [-4.474, -5.051, -4.124], [-4.967, -5.824, -4.417], [-3.922, -4.823, -4.885], [-3.803, -2.821, 0.124], [-4.257, -3.094, 0.932], [-3.304, -3.604, -0.138], [-2.325, 4.627, 4.588], [-2.563, 4.013, 5.292], [-2.395, 4.085, 3.783], [-3.501, 4.660, -0.379], [-3.763, 5.578, -0.504], [-3.073, 4.645, 0.494], [5.130, 4.181, -1.281], [5.535, 4.343, -0.421], [4.228, 3.884, -1.073], [-0.396, -2.574, -8.464], [-0.889, -3.350, -8.755], [0.154, -2.348, -9.223], [3.028, 5.568, 3.879], [2.363, 6.185, 4.210], [2.650, 4.694, 4.059], [4.679, -5.372, 0.484], [4.038, -4.737, 0.128], [5.394, -5.363, -0.164], [-5.166, -1.306, -2.266], [-5.843, -0.704, -1.937], [-5.523, -2.184, -2.090], [2.097, 8.743, 3.423], [2.190, 8.549, 2.483], [3.004, 8.775, 3.745], [3.897, -7.853, -0.896], [4.159, -7.045, -0.429], [3.239, -7.550, -1.532], [3.332, 5.149, 6.857], [2.828, 4.377, 6.575], [3.874, 5.364, 6.086], [-3.103, 0.006, -5.650], [-3.588, -0.781, -5.932], [-2.556, 0.230, -6.411], [6.665, 1.503, -1.346], [6.089, 0.790, -1.649], [6.046, 2.225, -1.173], [0.566, -6.115, -0.058], [0.283, -5.199, -0.189], [1.013, -6.099, 0.795], [3.117, 5.432, 9.829], [3.203, 5.245, 8.882], [4.026, 5.465, 10.143], [-4.673, 3.021, 5.975], [-4.965, 3.681, 5.334], [-5.427, 2.913, 6.565], [-4.262, -3.200, 3.207], [-3.857, -3.068, 4.072], [-5.158, -3.494, 3.408], [3.905, -2.770, 2.152], [3.450, -3.035, 2.959], [4.435, -3.540, 1.912]], "total_energy_ev": -158735.38211, "homo_lumo_gap_ev": 3.7, "relative_energy_ev": 1.600, "charge": -2, "fmax_ha_per_bohr": 0.109}


[4]
{"formula": "C9H66NO25", "method": "ωB97M-V with the def2-TZVPD basis set", "species": ["C", "C", "C", "C", "C", "C", "N", "O", "C", "C", "C", "H", "H", "H", "H", "H", "H", "H", "H", "H", "H", "H", "H", "H", "H", "H", "H", "H", "H", "O", "H", "H", "O", "H", "H", "O", "H", "H", "O", "H", "H", "O", "H", "H", "O", "H", "H", "O", "H", "H", "O", "H", "H", "O", "H", "H", "O", "H", "H", "O", "H", "H", "O", "H", "H", "O", "H", "H", "O", "H", "H", "O", "H", "H", "O", "H", "H", "O", "H", "H", "O", "H", "H", "O", "H", "H", "O", "H", "H", "O", "H", "H", "O", "H", "H", "O", "H", "H", "O", "H", "H"], "positions_angstrom": [[17.104, -1.754, 16.087], [15.889, -1.454, 16.994], [15.847, 0.063, 17.129], [15.320, 0.834, 15.930], [14.025, 0.228, 15.333], [14.015, -1.351, 15.144], [14.532, -1.925, 16.464], [14.259, -3.323, 16.651], [14.832, -1.684, 13.874], [12.565, -1.767, 14.949], [16.230, -1.963, 18.439], [18.021, -2.006, 16.621], [17.275, -0.923, 15.402], [16.890, -2.564, 15.390], [16.836, 0.404, 17.437], [15.151, 0.234, 17.950], [16.073, 0.804, 15.142], [15.167, 1.895, 16.125], [13.857, 0.756, 14.395], [13.194, 0.578, 15.946], [15.811, -1.205, 13.904], [14.399, -1.234, 12.981], [14.925, -2.744, 13.639], [12.026, -1.717, 15.895], [12.500, -2.755, 14.494], [12.016, -1.048, 14.341], [16.628, -2.976, 18.510], [15.342, -2.067, 19.063], [16.893, -1.303, 18.998], [14.543, 1.852, 20.559], [13.828, 1.216, 20.585], [15.054, 1.607, 19.788], [14.523, 4.510, 15.296], [15.402, 4.582, 15.667], [14.560, 3.733, 14.739], [12.906, -0.306, 20.209], [12.921, -1.149, 19.756], [12.118, -0.339, 20.751], [12.499, 1.461, 18.097], [12.396, 0.868, 18.841], [13.237, 1.102, 17.604], [17.319, -5.012, 16.811], [17.822, -4.911, 17.618], [16.563, -4.436, 16.926], [18.797, 2.003, 16.033], [19.277, 1.318, 16.498], [19.410, 2.316, 15.368], [17.121, 1.158, 12.425], [16.387, 0.887, 12.977], [16.743, 1.247, 11.550], [14.705, 3.112, 12.977], [14.286, 3.920, 12.680], [14.052, 2.431, 12.816], [17.537, -1.012, 21.305], [18.424, -1.352, 21.413], [16.968, -1.761, 21.484], [19.949, -1.345, 14.573], [19.554, -2.212, 14.482], [19.852, -1.134, 15.501], [17.344, 3.622, 18.889], [17.728, 2.968, 18.305], [17.352, 4.432, 18.380], [18.385, -4.942, 19.163], [17.960, -5.636, 19.667], [18.540, -4.244, 19.799], [18.545, 0.768, 19.264], [18.124, 1.608, 19.447], [18.274, 0.201, 19.986], [11.940, -4.659, 16.080], [11.528, -4.902, 16.909], [12.545, -3.954, 16.310], [10.958, -0.876, 11.837], [10.224, -0.472, 12.299], [11.736, -0.548, 12.287], [13.832, -5.431, 19.309], [13.685, -5.122, 20.203], [13.296, -4.855, 18.765], [14.412, -4.472, 11.493], [13.826, -3.861, 11.938], [14.755, -5.028, 12.193], [12.871, 4.051, 17.497], [13.353, 4.041, 16.670], [12.723, 3.127, 17.699], [10.106, -0.405, 18.784], [10.689, -0.195, 18.055], [9.547, -1.107, 18.451], [14.535, -5.121, 14.437], [14.525, -4.379, 15.043], [13.615, -5.258, 14.211], [12.572, -2.628, 19.137], [11.763, -3.093, 18.922], [13.160, -2.820, 18.407], [19.329, -3.998, 14.864], [18.904, -4.226, 14.037], [18.618, -3.993, 15.505], [14.859, -1.845, 22.001], [15.183, -1.246, 22.673], [14.293, -1.304, 21.450], [9.369, -2.898, 17.062], [8.809, -3.589, 16.709], [10.069, -2.803, 16.415]], "total_energy_ev": -63080.16929, "homo_lumo_gap_ev": [9.3, 7.3], "s_squared": 0.76, "relative_energy_ev": 0.231, "spin_multiplicity": 2, "fmax_ha_per_bohr": 0.105}